--- 1 ---
Entry from the Open Molecules 2025 dataset: an isolated molecule of C3H5N5 (ωB97M-V/def2-TZVPD).

The geometry in ORCA input format:
```
! wB97M-V def2-TZVPD RIJCOSX def2/J DEFGRID3
* xyz 0 1
H 1.23783 -1.93097 -0.51506
N 1.95076 -1.31098 -0.44359
C 1.28215 -0.25831 -0.05441
N 1.79123 0.98955 0.21488
N -0.13169 -0.16586 -0.20437
C -0.86530 0.93140 -0.49235
N -2.21099 0.66029 -0.25409
C -2.24993 -0.67487 0.18478
N -1.05770 -1.26367 0.25909
H 1.03703 1.55331 0.91310
H 2.76113 0.85644 0.79141
H -0.45089 1.90479 -0.63409
H -3.09364 -1.29110 0.23470
*
```

## Properties
Frontier orbital gap (eV): 10.2
LUMO level (eV): 0.2446
Molecular weight (g mol⁻¹): 111.11
SMILES string: [H]/N=C(/N)n1cncn1

--- 2 ---
Entry from the Open Molecules 2025 dataset: an isolated molecule of C3H5N5 (ωB97M-V/def2-TZVPD).

The geometry in ORCA input format:
```
! wB97M-V def2-TZVPD RIJCOSX def2/J DEFGRID3
* xyz 0 1
H 2.22082 -1.93345 -1.04915
N 1.43376 -2.27258 -0.49333
C 0.65746 -1.30535 -0.27639
C 0.86691 -0.06572 -1.01107
N 0.32635 1.01671 -0.66880
N -0.66557 1.06025 0.28644
N -1.12198 2.26282 0.76046
C -0.98452 -0.12949 0.78713
N -0.46705 -1.29644 0.58717
H 1.66319 0.00219 -1.78264
H -1.34039 2.83461 -0.05862
H -0.41012 2.77803 1.28286
H -1.91123 -0.07332 1.30591
*
```

## Properties
Frontier orbital gap (eV): 9.7
LUMO level (eV): 0.7235
Molecular weight (g mol⁻¹): 111.11
SMILES string: [H]/N=c1\cnn(N)cn1

--- 3 ---
Entry from the Open Molecules 2025 dataset: an isolated molecule of C3H5N5 (ωB97M-V/def2-TZVPD).

The geometry in ORCA input format:
```
! wB97M-V def2-TZVPD RIJCOSX def2/J DEFGRID3
* xyz 0 1
H 2.08117 2.30182 1.37576
N 1.59461 1.39487 1.20640
C 0.84009 1.48867 0.21059
N 0.01901 0.45368 -0.27360
N -0.74729 0.58728 -1.38988
N -1.31038 -0.53947 -1.59572
N -1.04625 -1.38060 -0.57329
C -0.21189 -0.78678 0.25872
C 0.36698 -1.34667 1.52694
H 0.70401 2.35842 -0.43788
H 0.19307 -2.43775 1.58330
H 1.47473 -1.16911 1.45598
H 0.00799 -0.79505 2.42801
*
```

## Properties
Frontier orbital gap (eV): 11.1
LUMO level (eV): 0.3566
Molecular weight (g mol⁻¹): 111.11
SMILES string: [H]/N=C/n1nnnc1C

--- 4 ---
Entry from the Open Molecules 2025 dataset: a structure of composition C3H5N5 (ωB97M-V/def2-TZVPD).

The geometry in ORCA input format:
```
! wB97M-V def2-TZVPD RIJCOSX def2/J DEFGRID3
* xyz 0 1
C -0.64887 0.36979 -0.98904
C 1.73875 -0.94810 2.34142
C -2.00205 0.37542 -1.40337
N 0.37942 0.76554 -1.72944
N -0.26160 -0.08435 0.18448
N 1.51041 0.69028 -1.33343
N 1.83567 -0.40822 1.20894
N 1.00668 -0.02079 0.29892
H 2.53533 -0.92865 2.94082
H 0.87124 -1.06926 2.84479
H -2.64551 -0.08213 -0.66487
H -2.33023 1.43374 -1.29801
H -1.98925 -0.09329 -2.40121
*
```

## Properties
Frontier orbital gap (eV): 8.4
LUMO level (eV): -0.3229
Molecular weight (g mol⁻¹): 111.11

Quick one: least stable of them? 4

--- 1 ---
Entry from the Open Molecules 2025 dataset: a cluster of 4 separate species, H6IO3 in total (ωB97M-V/def2-TZVPD).

The geometry in ORCA input format:
```
! wB97M-V def2-TZVPD RIJCOSX def2/J DEFGRID3
* xyz -1 1
I 38.58700 25.89000 21.92400
O 37.59300 24.46900 18.67600
H 37.76500 25.24600 19.16100
H 38.31900 23.94400 18.89900
O 39.28600 23.55200 24.28900
H 39.48900 24.28900 23.72400
H 38.65600 23.15400 23.82700
O 39.87400 28.98300 20.44800
H 39.54900 29.73600 20.88300
H 39.27300 28.42600 20.77500
*
```

## Properties
Frontier orbital gap (eV): 7.8
LUMO level (eV): 3.5157
Molecular weight (g mol⁻¹): 180.95

--- 2 ---
Entry from the Open Molecules 2025 dataset: a cluster of 4 separate species, H6IO3 in total (ωB97M-V/def2-TZVPD).

The geometry in ORCA input format:
```
! wB97M-V def2-TZVPD RIJCOSX def2/J DEFGRID3
* xyz -1 1
I -2.08252 -1.01662 -0.21721
O 0.36903 1.25396 -1.21598
H -0.12571 0.53871 -0.81880
H -0.35775 1.87307 -1.08684
O -0.72502 1.00915 2.32627
H -1.23350 0.38012 1.78969
H 0.14731 1.23798 1.90035
O 1.52137 -1.43067 -0.76312
H 1.76295 -2.01698 -1.47661
H 0.72384 -1.82872 -0.43774
*
```

## Properties
Frontier orbital gap (eV): 8.0
LUMO level (eV): 3.6575
Molecular weight (g mol⁻¹): 180.95

Quick one: least stable of them? 1

--- 1 ---
Entry from the Open Molecules 2025 dataset: a structure of composition C13H15FeNTe (ωB97M-V/def2-TZVPD).

The geometry in ORCA input format:
```
! wB97M-V def2-TZVPD RIJCOSX def2/J DEFGRID3
* xyz -1 6
C -0.46317 -3.17745 1.47999
C -0.54798 -3.60556 0.10633
C -1.77980 -3.11248 -0.44316
C -2.46307 -2.36265 0.58763
C -1.63299 -2.38677 1.77219
Fe -0.62727 -1.52425 0.19436
N 0.60366 -0.66243 1.17572
C 1.63919 -0.83785 0.20074
C 0.89715 -1.42636 -0.99878
H -2.15179 -3.31668 -1.44156
H 0.16123 -4.23671 -0.41970
H -3.45516 -1.93698 0.50537
H -1.87382 -1.91776 2.72207
H 0.32999 -3.43829 2.17369
H 1.28736 -2.41111 -1.28918
H 2.44326 -1.50873 0.57471
H 0.85558 -0.13578 2.00967
H 0.79008 -0.71491 -1.81895
H 2.16057 0.11056 -0.05957
Te -1.69921 0.47452 -0.56575
C -0.27627 2.06274 -0.49434
C -0.11231 2.82788 0.67214
C 0.53635 4.07237 0.57226
C 1.02383 4.51870 -0.66682
C 0.94985 3.68747 -1.79777
C 0.30249 2.44581 -1.71814
H -0.54444 2.47055 1.60978
H 0.63935 4.70470 1.45752
H 1.46263 5.51720 -0.75788
H 1.37215 4.01680 -2.75046
H 0.17256 1.80344 -2.59210
*
```

## Properties
Frontier orbital gap (alpha / beta) (eV): 4.6 / 6.5
LUMO level (alpha / beta) (eV): 3.0596 / 2.9840
Expectation value of S²: 8.79
Molecular weight (g mol⁻¹): 368.71

--- 2 ---
Entry from the Open Molecules 2025 dataset: a structure of composition C13H15FeNTe (ωB97M-V/def2-TZVPD).

The geometry in ORCA input format:
```
! wB97M-V def2-TZVPD RIJCOSX def2/J DEFGRID3
* xyz -1 6
C -1.05828 1.33596 -3.02836
C 0.32095 1.20451 -3.39636
C 1.05547 2.27490 -2.77988
C 0.12130 3.07680 -2.02434
C -1.18704 2.49433 -2.18528
Fe 0.20823 1.14103 -1.23352
N -1.12589 -0.59549 -0.90932
C -0.56489 -1.81915 -0.96723
C 0.74924 -0.96039 -1.33836
H 2.12226 2.45588 -2.89707
H 0.72701 0.44368 -4.06326
H 0.34770 3.97541 -1.46799
H -2.11489 2.86250 -1.76857
H -1.87289 0.71372 -3.38469
H 1.02761 -1.14900 -2.38220
H -0.89439 -2.46881 -1.79945
H -2.06710 -0.56233 -0.52179
H 1.53797 -1.13817 -0.60839
H -0.45639 -2.37094 -0.01836
Te 1.19359 1.61873 0.94275
C 0.54983 -0.02300 2.14653
C -0.74353 -0.04973 2.69157
C -1.05023 -0.99414 3.68459
C -0.08315 -1.92188 4.09714
C 1.18205 -1.93816 3.49313
C 1.50309 -0.99097 2.50840
H -1.48214 0.68019 2.35066
H -2.04104 -1.00286 4.14066
H -0.31613 -2.63929 4.88992
H 1.92224 -2.68141 3.79160
H 2.48946 -0.97192 2.03745
*
```

## Properties
Frontier orbital gap (alpha / beta) (eV): 5.2 / 6.2
LUMO level (alpha / beta) (eV): 2.9595 / 2.9205
Expectation value of S²: 8.78
Molecular weight (g mol⁻¹): 368.71

Quick one: least stable of them? 2

--- 1 ---
Entry from the Open Molecules 2025 dataset: an isolated molecule of C5H6N2OS (ωB97M-V/def2-TZVPD).

The geometry in ORCA input format:
```
! wB97M-V def2-TZVPD RIJCOSX def2/J DEFGRID3
* xyz 0 1
C 2.41440 0.65862 -0.26139
O 0.91494 0.62829 -0.16532
C 0.29854 -0.54681 0.07554
S 1.03384 -1.94348 0.15617
N -1.07419 -0.38721 -0.04057
C -1.99025 -1.47515 -0.04000
C -3.23440 -0.93534 -0.10138
N -3.24126 0.44497 -0.11761
C -1.97688 0.72321 -0.09642
H 2.68115 0.49869 -1.38695
H 2.70536 -0.15607 0.36368
H 2.56112 1.69174 0.11606
H -1.71227 -2.44730 -0.09776
H -4.08111 -1.49590 -0.39203
H -1.70420 1.76388 -0.00530
*
```

## Properties
Frontier orbital gap (eV): 9.2
LUMO level (eV): -0.0066
Molecular weight (g mol⁻¹): 142.18
SMILES string: COC(=S)n1ccnc1

--- 2 ---
Entry from the Open Molecules 2025 dataset: an isolated molecule of C5H6N2OS (ωB97M-V/def2-TZVPD).

The geometry in ORCA input format:
```
! wB97M-V def2-TZVPD RIJCOSX def2/J DEFGRID3
* xyz 0 1
O 0.52146 2.38177 0.36407
C 0.47844 1.20829 0.10841
C 1.89278 0.42179 -0.56015
S 2.66366 -0.48701 0.72527
N -0.62192 0.42107 0.12322
C -0.77656 -0.99568 -0.01333
C -2.10437 -1.26405 0.19154
N -2.77606 -0.05611 0.38326
C -1.89215 0.90068 0.27015
H 2.58016 1.14479 -0.95855
H 1.36816 -0.15952 -1.35910
H 3.12274 -1.61389 0.03710
H 0.13823 -1.64474 0.04814
H -2.47849 -2.20278 0.27581
H -2.11606 1.94541 0.36415
*
```

## Properties
Frontier orbital gap (eV): 9.7
LUMO level (eV): 0.1660
Molecular weight (g mol⁻¹): 142.18
SMILES string: O=C(CS)n1ccnc1

Quick one: least stable of them? 1